ORCA calculation (the ωB97M-V functional and the def2-TZVPD basis) on 8 unconnected molecules or ions with the total composition C23H52N6O8 at a distorted geometry.

Each atom is followed by the atoms it is bonded to, with distances in Å.
Cartesian coordinates (Å):
1 C 4.6309 -0.6463 -1.5170  O2 1.219, N3 1.364, N4 1.370
2 O 5.7767 -1.0571 -1.4470  C1 1.219
3 N 3.5344 -1.3084 -1.0492  C1 1.364, H5 1.018, H6 1.001
4 N 4.3082 0.5680 -2.0620  C1 1.370, H7 1.000, H8 1.006
5 H 2.6127 -0.8811 -1.1085  N3 1.018
6 H 3.6919 -2.1226 -0.4879  N3 1.001
7 H 4.9704 1.1416 -2.5436  N4 1.000
8 H 3.3503 0.8712 -2.0063  N4 1.006
9 C -0.0350 0.5130 -0.6996  O10 1.231, N11 1.355, N12 1.360
10 O 1.0535 -0.0601 -0.7521  C9 1.231
11 N -0.7088 0.9602 -1.7863  C9 1.355, H13 1.011, H14 1.004
12 N -0.7305 0.6409 0.4615  C9 1.360, H15 1.006, H16 1.007
13 H -1.5369 1.5290 -1.6727  N11 1.011
14 H -0.2434 0.9968 -2.6749  N11 1.004
15 H -1.6010 1.1420 0.5211  N12 1.006
16 H -0.3257 0.3564 1.3390  N12 1.007
17 C -4.2246 1.5638 -1.0959  O18 1.225, N19 1.371, N20 1.357
18 O -3.2199 2.2616 -1.1686  C17 1.225
19 N -4.1489 0.2056 -0.9264  C17 1.371, H21 1.002, H22 1.004
20 N -5.4774 2.0807 -1.1555  C17 1.357, H23 1.003, H24 1.005
21 H -4.9935 -0.3328 -0.9473  N19 1.002
22 H -3.2234 -0.1840 -0.9418  N19 1.004
23 H -6.3261 1.5544 -1.2494  N20 1.003
24 H -5.5240 3.0446 -1.4367  N20 1.005
25 C -0.7109 2.4638 -5.1234  C26 1.534, C29 1.531, H30 1.088, H31 1.095
26 C 0.2449 1.2704 -5.2466  C25 1.534, C27 1.529, H32 1.088, H33 1.097
27 C 1.5540 1.8233 -4.6833  C26 1.529, O28 1.400, H34 1.104, H35 1.091
28 O 1.1782 2.7948 -3.7481  C27 1.400, C29 1.433
29 C 0.0524 3.4966 -4.2904  C25 1.531, O28 1.433, H36 1.095, H37 1.090
30 H -1.6898 2.1412 -4.7762  C25 1.088
31 H -0.8796 2.8921 -6.1172  C25 1.095
32 H 0.3712 0.7470 -6.1924  C26 1.088
33 H -0.0834 0.4680 -4.5739  C26 1.097
34 H 2.1768 2.2110 -5.5084  C27 1.104
35 H 2.1810 1.0678 -4.2077  C27 1.091
36 H 0.4495 4.3409 -4.8630  C29 1.095
37 H -0.5298 3.9298 -3.4765  C29 1.090
38 C -2.9461 -1.7702 2.2508  C39 1.512, C42 1.542, H43 1.099, H44 1.092
39 C -3.9975 -2.8043 1.9175  C38 1.512, C40 1.513, H45 1.095, H46 1.091
40 C -4.7827 -2.8207 3.2105  C39 1.513, O41 1.437, H47 1.090, H48 1.098
41 O -3.8073 -2.5932 4.2406  C40 1.437, C42 1.419
42 C -2.5672 -2.1810 3.6884  C38 1.542, O41 1.419, H49 1.096, H50 1.088
43 H -3.3763 -0.7630 2.3401  C38 1.099
44 H -2.1661 -1.6123 1.5038  C38 1.092
45 H -3.5433 -3.7885 1.7625  C39 1.095
46 H -4.5804 -2.6091 1.0164  C39 1.091
47 H -5.3362 -3.7311 3.4391  C40 1.090
48 H -5.4926 -1.9848 3.2622  C40 1.098
49 H -1.7896 -2.9513 3.6413  C42 1.096
50 H -2.2095 -1.3038 4.2240  C42 1.088
51 C 2.5045 -0.4502 2.6831  C52 1.523, C55 1.510, H56 1.092, H57 1.096
52 C 2.4564 -0.0060 4.1388  C51 1.523, C53 1.559, H58 1.091, H59 1.089
53 C 0.9402 0.3135 4.3148  C52 1.559, O54 1.426, H60 1.087, H61 1.092
54 O 0.2931 -0.1320 3.1252  C53 1.426, C55 1.431
55 C 1.1465 -1.0728 2.4656  C51 1.510, O54 1.431, H62 1.092, H63 1.100
56 H 3.4399 -0.9484 2.4177  C51 1.092
57 H 2.5344 0.4224 2.0208  C51 1.096
58 H 3.0827 0.8736 4.2950  C52 1.091
59 H 2.7973 -0.7481 4.8599  C52 1.089
60 H 0.8099 1.3875 4.4239  C53 1.087
61 H 0.5399 -0.2444 5.1637  C53 1.092
62 H 0.9641 -1.2358 1.4012  C55 1.092
63 H 0.9457 -2.0498 2.9295  C55 1.100
64 C 0.3174 -5.7951 0.6506  C65 1.544, C68 1.540, H69 1.090, H70 1.088
65 C 0.6180 -4.2833 0.7333  C64 1.544, C66 1.513, H71 1.092, H72 1.092
66 C 0.2523 -3.8628 -0.6733  C65 1.513, O67 1.409, H73 1.101, H74 1.094
67 O -0.9196 -4.5822 -0.9806  C66 1.409, C68 1.434
68 C -0.9374 -5.8118 -0.2419  C64 1.540, O67 1.434, H75 1.088, H76 1.091
69 H 0.1287 -6.1424 1.6660  C64 1.090
70 H 1.1327 -6.3385 0.1764  C64 1.088
71 H 1.6546 -4.1887 1.0624  C65 1.092
72 H -0.0041 -3.8552 1.5224  C65 1.092
73 H 1.0835 -4.0975 -1.3555  C66 1.101
74 H 0.1368 -2.7810 -0.7891  C66 1.094
75 H -0.9320 -6.6491 -0.9363  C68 1.088
76 H -1.8161 -5.8196 0.4055  C68 1.091
77 C 1.9598 3.5832 -0.2230  C78 1.526, C81 1.514, H82 1.093, H83 1.089
78 C 2.6268 4.9540 -0.1617  C77 1.526, C79 1.551, H84 1.094, H85 1.088
79 C 2.0747 5.5415 1.1635  C78 1.551, O80 1.433, H86 1.087, H87 1.098
80 O 1.2761 4.5137 1.7633  C79 1.433, C81 1.424
81 C 1.7855 3.2867 1.2514  C77 1.514, O80 1.424, H88 1.093, H89 1.101
82 H 2.5427 2.8144 -0.7363  C77 1.093
83 H 1.0142 3.6399 -0.7610  C77 1.089
84 H 2.3140 5.5819 -1.0014  C78 1.094
85 H 3.7120 4.9060 -0.2248  C78 1.088
86 H 1.4366 6.4171 1.0815  C79 1.087
87 H 2.9197 5.7742 1.8245  C79 1.098
88 H 1.1372 2.4258 1.4328  C81 1.093
89 H 2.7019 3.0883 1.8289  C81 1.101

**SMILES string**: C1CCOC1.C1CCOC1.C1CCOC1.C1CCOC1.C1CCOC1.NC(N)=O.NC(N)=O.NC(N)=O
**Spin multiplicity**: 1
**Orbital gap**: 9.4 eV
**Charge**: 0
**LUMO level**: 0.19 eV